# 1
58
Properties=species:S:1:pos:R:3 method="wB97M-V/def2-TZVPD" homo_lumo_gap_ev=6.1 lumo_energy_ha=0.104 multiplicity=1 charge=-1
C -2.33614 3.32084 2.76552
C -1.65976 4.53949 2.15503
C -1.19700 4.29213 0.70502
C 0.25427 4.73456 0.57771
C 0.79204 4.89877 -0.83331
C 1.02802 3.66329 -1.74023
C 1.50775 2.37835 -1.06460
C 2.24525 1.48064 -2.06690
C 3.17794 0.45697 -1.37805
C 2.50318 -0.33908 -0.25655
C 3.11740 -1.73145 -0.16607
C 2.71710 -2.54969 1.06142
C 1.26988 -2.38131 1.48212
C 0.33414 -3.18427 0.57114
As -1.55090 -3.15636 1.33649
C -2.35466 -3.95709 -0.40257
C -3.26431 -4.95344 -0.27137
C -3.86503 -5.48833 -1.36612
C -3.49503 -4.96292 -2.57276
C -2.55764 -3.99612 -2.60484
N -1.94818 -3.44874 -1.55898
H -1.59970 2.53995 2.90256
H -3.07346 2.89551 2.09826
H -2.79494 3.51606 3.72818
H -2.35787 5.36967 2.20965
H -0.77580 4.73401 2.75028
H -1.83294 4.86390 0.03291
H -1.32756 3.25130 0.43076
H 0.28934 5.72185 1.03491
H 0.86610 4.09599 1.20571
H 1.77879 5.34998 -0.72689
H 0.17502 5.61046 -1.37420
H 0.12364 3.43150 -2.29721
H 1.77695 3.97677 -2.46382
H 0.64770 1.87422 -0.64797
H 2.19437 2.61575 -0.25512
H 2.87961 2.14515 -2.65197
H 1.56981 0.94515 -2.72753
H 3.96852 1.07319 -0.95753
H 3.59873 -0.23643 -2.09886
H 2.59725 0.22000 0.66816
H 1.44646 -0.43985 -0.47402
H 4.19647 -1.57027 -0.11742
H 2.94660 -2.25808 -1.10214
H 3.37370 -2.25371 1.88159
H 2.91025 -3.60472 0.89931
H 1.16575 -2.77033 2.49338
H 0.92779 -1.34955 1.51211
H 0.73712 -4.19432 0.49868
H 0.39564 -2.71920 -0.41256
H -1.73891 -1.72526 0.65018
H -3.04828 -3.12348 1.91899
H -1.35437 -4.62785 1.94583
H -1.07249 -2.46377 2.68196
H -3.50488 -5.31223 0.71931
H -4.60169 -6.26688 -1.25871
H -3.93905 -5.31089 -3.48943
H -2.26198 -3.61984 -3.57943



# 2
75
Properties=species:S:1:pos:R:3 method="wB97M-V/def2-TZVPD" homo_lumo_gap_ev=1.8 lumo_energy_ha=0.001 multiplicity=1 charge=-1
C -1.57565 -1.30441 -1.62385
O -0.36244 -1.50804 -0.81471
C -0.30627 -0.51870 0.31405
N 0.16114 0.85303 -0.11430
S 1.81584 0.91207 -0.77078
C 2.72648 -0.68817 -0.52512
C 2.65042 -1.52012 -1.95682
O 2.34240 -0.88311 -3.12082
O 2.90756 -2.98164 -2.09042
C 3.92961 -3.21453 -3.15532
C 4.84323 -4.50081 -2.67898
C 3.90450 -5.88265 -2.73996
O 6.00395 -4.75860 -3.57566
C 7.00057 -3.65090 -3.41618
O 7.57284 -3.47965 -2.19412
C 7.42091 -2.60346 -4.61306
S 6.00636 -2.24197 -5.82175
C -0.61080 2.02144 -0.05463
N -2.06155 1.93490 0.47095
C -2.17152 2.46041 1.88090
C -3.62768 2.25304 2.60070
C -3.59074 2.47293 4.24944
Cl -4.36850 1.00462 5.12110
C -2.95639 2.65317 -0.51141
C -4.46263 1.94450 -0.67794
O -5.52416 2.73137 -0.46880
N -4.68748 0.48277 -1.00151
C -6.15297 0.10028 -0.70708
C -4.51898 0.17524 -2.47467
N -0.19761 3.38086 -0.51311
O 0.07970 3.50803 -1.80302
B 0.64126 4.17971 0.42882
O 1.31389 3.57266 1.62844
O 0.86409 5.66073 0.28302
H -2.52474 -1.11486 -0.96125
H -1.44256 -0.50158 -2.49181
H -1.76264 -2.33521 -2.19649
H 0.44967 -0.87035 1.16913
H -1.36576 -0.56440 0.80673
H 3.88116 -0.41658 -0.38800
H 2.43716 -1.32183 0.41246
H 3.38011 -3.51372 -4.15504
H 4.59783 -2.23658 -3.29567
H 5.19956 -4.37706 -1.55461
H 4.30059 -6.65648 -1.92656
H 2.78750 -5.61635 -2.47094
H 4.00872 -6.38945 -3.80717
H 7.72491 -1.57847 -4.12176
H 8.27956 -3.11527 -5.23065
H 5.94488 -3.31480 -6.73596
H -1.99512 3.63966 1.81988
H -1.34415 2.06380 2.62356
H -4.37512 3.08443 2.19468
H -4.12279 1.21214 2.36959
H -4.28701 3.40300 4.50967
H -2.52901 2.73983 4.66248
H -3.02356 3.82093 -0.35559
H -2.44925 2.50962 -1.58277
H -6.37401 -1.03730 -0.88328
H -6.85297 0.69640 -1.45549
H -6.38592 0.36113 0.43354
H -5.44291 0.44995 -3.14036
H -3.49070 0.61472 -2.89099
H -4.38607 -1.00875 -2.55106
H -0.31970 4.36337 -2.19208
H 2.09476 3.01580 1.31038
H 1.56427 5.79845 -0.42569
O -0.89345 -0.47049 9.19910
C -0.91782 0.75984 8.66688
C -0.87788 0.64833 7.06983
O -0.88380 1.87853 6.53836
H -0.09138 1.43996 8.93913
H -1.79657 1.38784 8.89740
H -1.71501 -0.01941 6.79948
H -0.01013 0.00619 6.83757



# 3
71
Properties=species:S:1:pos:R:3 method="wB97M-V/def2-TZVPD" homo_lumo_gap_ev=4.6 lumo_energy_ha=-0.247 multiplicity=1 charge=+1
C 5.10946 -2.44313 0.31980
C 4.63857 -2.36197 1.78925
C 3.15993 -2.72716 1.98974
C 2.32649 -1.60803 2.62812
C 2.47455 -0.29581 1.83988
C 1.20164 0.57795 1.82847
C 0.98725 1.10135 0.39701
B -0.16816 2.24548 0.29025
C -1.59892 1.47121 0.48625
C -1.99404 0.56329 -0.69522
C -3.07241 -0.44412 -0.22714
P -3.22528 -1.78752 -1.43087
O -2.67560 -1.46166 -2.74504
O -4.78108 -2.13211 -1.51712
C -5.37441 -2.57668 -0.29374
C -6.54659 -1.67701 0.10756
O -2.56017 -3.06016 -0.72111
C -1.51913 -3.72625 -1.47264
C -0.17147 -3.03405 -1.27587
C -0.05809 3.49906 1.36037
I -1.07557 3.13835 3.25166
C 1.33198 4.05720 1.75148
C 2.50151 3.95672 0.75229
S -0.20348 3.09669 -1.44561
O 0.37814 4.51347 -1.46059
O -1.54337 3.33655 -2.00122
C 0.82608 2.31373 -2.78799
F 2.10285 2.17963 -2.42206
F 0.81219 3.27275 -3.77501
C 0.27430 1.00330 -3.45224
F 0.69889 -0.07791 -2.78693
F -1.04658 1.04338 -3.60199
F 0.84051 0.97259 -4.68180
H 4.25855 -2.47898 -0.35223
H 5.73267 -3.31198 0.14203
H 5.71033 -1.57740 0.05755
H 4.87598 -1.36929 2.15542
H 5.27737 -3.04138 2.34505
H 2.73580 -2.99351 1.02586
H 3.09547 -3.59360 2.64384
H 2.62372 -1.51262 3.66610
H 1.28878 -1.91985 2.53132
H 3.30125 0.27924 2.25027
H 2.76777 -0.54779 0.82264
H 0.35634 -0.00442 2.17838
H 1.38246 1.38828 2.52669
H 0.74829 0.21369 -0.18896
H 1.97830 1.40691 0.06361
H -1.52237 0.80578 1.33292
H -2.42418 2.16792 0.61706
H -2.46582 1.09797 -1.50845
H -1.16920 -0.04998 -1.04836
H -4.01904 0.08814 -0.23971
H -2.85946 -0.86446 0.75020
H -4.67885 -2.60473 0.54058
H -5.75484 -3.58666 -0.39535
H -6.22162 -1.00060 0.89299
H -7.35356 -2.25767 0.53768
H -6.90276 -1.10309 -0.73873
H -1.46468 -4.72062 -1.04806
H -1.77947 -3.84744 -2.51563
H 0.46124 -3.65776 -0.65209
H -0.27036 -2.06851 -0.79396
H 0.36237 -2.90238 -2.21070
H -0.65499 4.32889 0.97899
H 1.64077 3.59961 2.68158
H 1.20466 5.10467 2.01454
H 3.31054 3.38918 1.19905
H 2.28631 3.50256 -0.20572
H 2.91766 4.94298 0.56895
Pb -0.82545 5.76979 -2.62328



# 4
67
Properties=species:S:1:pos:R:3 method="wB97M-V/def2-TZVPD" homo_lumo_gap_ev=9.9 lumo_energy_ha=0.015 multiplicity=1
C -2.60209 3.42990 -0.25504
O -2.53098 3.95913 -1.57220
C -3.43826 4.89647 -1.84592
O -4.33225 5.24886 -1.12483
O -3.17750 5.37363 -3.05549
C -4.10907 6.34165 -3.52381
H -2.59516 4.21576 0.49457
H -1.77112 2.73706 -0.15132
H -3.50924 2.83569 -0.11794
H -4.41343 7.00564 -2.71705
H -5.00065 5.84481 -3.91173
H -3.61937 6.89501 -4.31544
Cl 0.62159 1.19195 0.81559
C 1.39423 -0.35295 0.53485
Cl 0.25674 -1.54858 -0.05780
Cl 2.15544 -0.90685 2.02499
H 2.16119 -0.27772 -0.22175
C 4.81490 1.73760 -1.62280
C 5.87042 1.90782 -2.67239
C 6.28681 3.31318 -2.99385
O 6.38564 0.96117 -3.22340
H 3.91147 2.23074 -2.00696
H 5.06442 2.25885 -0.69681
H 4.59116 0.69403 -1.43300
H 5.45212 4.01271 -3.00008
H 6.80520 3.32980 -3.94996
H 7.01920 3.63381 -2.24632
C -0.52025 -4.07324 2.88345
C -1.84435 -3.69996 3.48278
C -2.24298 -4.41310 4.74660
O -2.54724 -2.87502 2.95349
H -0.26217 -3.28644 2.17750
H -0.62864 -5.00928 2.32459
H 0.26380 -4.26651 3.61418
H -3.18803 -4.03196 5.11970
H -1.47294 -4.21686 5.50112
H -2.26743 -5.48853 4.57244
C -2.53191 -4.09588 -0.31321
C -3.18004 -4.22211 -1.67270
C -2.31646 -3.93776 -2.88146
O -4.34618 -4.48036 -1.78904
H -1.96116 -5.00389 -0.09534
H -3.31878 -4.04640 0.43803
H -1.89910 -3.21547 -0.25009
H -2.90644 -4.08154 -3.78146
H -1.43032 -4.57568 -2.88656
H -1.96008 -2.90594 -2.82494
C 1.52633 1.92238 -4.03958
C 0.80553 0.92884 -3.16654
C -0.69131 1.03467 -3.14198
O 1.40710 0.08955 -2.53201
H 2.57827 1.66536 -4.12309
H 1.38450 2.94809 -3.69094
H 1.08637 1.93617 -5.04451
H -1.01034 2.07264 -3.21485
H -1.14114 0.55770 -2.27423
H -1.07702 0.51142 -4.02556
C 2.69512 -1.19569 5.81422
C 1.29053 -0.65457 5.67648
C 0.17773 -1.65709 5.55768
O 1.06762 0.52302 5.62212
H 2.68384 -2.18004 6.28490
H 3.30964 -0.53041 6.41410
H 3.12080 -1.30132 4.81480
H -0.78203 -1.15092 5.64969
H 0.22872 -2.40193 6.35711
H 0.20904 -2.16111 4.58899



# 5
73
Properties=species:S:1:pos:R:3 method="wB97M-V/def2-TZVPD" homo_lumo_gap_ev=6.6 lumo_energy_ha=0.084 multiplicity=1 charge=-1
C 1.13861 -4.20003 3.50085
C 1.23643 -4.82621 2.32153
C 1.75848 -4.27829 1.02067
C 2.81551 -3.19008 1.14332
C 4.01265 -3.57100 2.04594
C 4.46445 -5.02322 2.03495
O 4.20659 -5.78792 2.92756
I 5.69606 -5.82442 0.42295
O 2.25119 -2.11374 1.87447
B 1.40097 -1.36716 0.90137
C 0.93756 0.15065 1.26196
C -0.53677 0.18793 1.65622
C -1.47941 -0.09930 0.44429
C -2.22446 -1.39953 0.58666
O -3.17378 -1.51634 1.32982
O -1.83928 -2.48669 -0.17627
O 1.98959 -1.68832 -0.44101
C 3.17210 -2.37671 -0.16895
N 3.85229 -3.01225 -1.25019
C 3.25978 -4.19730 -1.83884
C 1.82364 -4.08032 -2.36176
P 4.44770 -0.96346 0.28850
P 3.97630 0.84061 -0.83764
O 3.50146 1.92019 0.04160
O 5.38894 1.32352 -1.47320
O 3.08166 0.55054 -2.12255
H 0.83411 -3.16829 3.54525
H 1.36887 -4.74808 4.40544
H 0.87268 -5.84858 2.27363
H 2.20788 -5.13301 0.50713
H 0.91724 -3.98248 0.39591
H 4.89259 -2.95320 1.86745
H 3.69441 -3.37581 3.05994
H 0.32203 -1.99164 0.92820
H 1.56530 0.61145 2.02675
H 1.00300 0.73725 0.34341
H -0.81644 1.18210 2.00837
H -0.76788 -0.50354 2.46338
H -0.86873 -0.10259 -0.45400
H -2.23032 0.68309 0.40874
H -2.04719 -2.33374 -1.10115
H 4.17402 -2.35353 -1.94140
H 3.34516 -5.07123 -1.20651
H 3.87396 -4.44422 -2.70591
H 1.76556 -3.61043 -3.33971
H 1.45004 -5.09729 -2.51334
H 1.13590 -3.59877 -1.67841
H 4.25752 -0.54426 1.61575
H 5.90801 1.71098 -0.76540
H 2.95699 1.40158 -2.56377
C -1.31043 5.21036 -0.64733
O -2.58513 4.86864 -0.13763
C -3.30718 5.95370 0.41262
C -4.74143 5.98000 -0.08150
O -4.92500 6.22446 -1.46970
C -4.45071 5.24964 -2.38791
C -5.13463 3.89576 -2.34843
O -4.89314 3.21949 -1.12871
C -6.05099 2.69397 -0.51273
H -0.54626 5.08383 0.12452
H -1.08405 4.53541 -1.47371
H -1.28384 6.23396 -1.03372
H -2.82174 6.90982 0.19089
H -3.32985 5.82757 1.50301
H -5.24001 6.81243 0.42347
H -5.27389 5.08045 0.22602
H -3.36968 5.13743 -2.30843
H -4.63785 5.67548 -3.37798
H -4.73158 3.28538 -3.16643
H -6.20886 4.02515 -2.52042
H -6.92817 3.32590 -0.68513
H -5.87132 2.65425 0.56189
H -6.24722 1.68003 -0.87460



# 6
73
Properties=species:S:1:pos:R:3 method="wB97M-V/def2-TZVPD" homo_lumo_gap_ev=9.1 lumo_energy_ha=-0.017 multiplicity=1
C -3.30728 -2.56519 4.73984
C -2.79284 -1.95414 3.41094
I -4.40948 -0.65272 2.75097
C -2.54361 -3.12147 2.44954
C -1.55593 -2.83279 1.29865
N -0.25265 -2.54738 1.82374
C -1.95754 -1.63994 0.46515
N -2.28044 -0.62344 0.05468
C -1.57308 -4.04779 0.29159
Cl -3.15646 -4.16009 -0.55012
Br -1.10788 -5.73919 1.16012
C -0.57268 -3.85288 -0.78806
N 0.16942 -3.68038 -1.64103
H -2.56754 -3.22809 5.19855
H -4.23064 -3.09949 4.48311
H -3.61867 -1.77632 5.42987
H -1.92179 -1.32479 3.59297
H -2.08373 -3.92227 3.04682
H -3.48011 -3.53634 2.06659
H 0.45513 -2.44163 1.10819
H 0.02256 -3.18735 2.55598
C 1.17682 3.65913 3.59704
C 0.59404 4.86877 4.30760
O -0.83232 4.86193 4.28937
P -1.62741 3.85065 5.31119
O -1.06358 4.22069 6.64706
O -3.09731 4.58386 5.43338
C -3.70432 4.78954 6.71080
C -3.52869 6.22725 7.15860
O -2.19454 2.85069 4.15109
C -2.86315 3.36640 2.98635
C -1.97425 3.27597 1.76401
H 0.76506 2.72834 3.99621
H 2.26195 3.63756 3.70803
H 0.94466 3.68435 2.53238
H 0.96143 4.91995 5.33480
H 0.91365 5.78269 3.80577
H -3.30660 4.09626 7.45092
H -4.76739 4.56451 6.60201
H -2.49433 6.55515 7.05986
H -3.84041 6.35292 8.19689
H -4.13128 6.89196 6.53663
H -3.21301 4.38618 3.12292
H -3.74009 2.73521 2.83692
H -1.23957 4.08096 1.75698
H -2.57081 3.37363 0.85546
H -1.43070 2.33111 1.73632
C 3.04985 -0.39859 -3.57501
C 4.25971 -0.97718 -4.28890
O 3.88470 -1.89153 -5.31754
P 3.30954 -1.29173 -6.73488
O 4.39406 -0.35285 -7.16050
O 3.61521 -2.53442 -7.77293
C 4.23656 -2.29049 -9.03647
C 5.70718 -2.65549 -8.98602
O 1.77566 -1.81014 -6.52449
C 1.49577 -3.17040 -6.15026
C 1.07289 -3.25982 -4.69924
H 2.34636 0.04621 -4.28352
H 3.35799 0.36687 -2.86115
H 2.51179 -1.17476 -3.03014
H 4.87910 -0.17629 -4.69858
H 4.87731 -1.53145 -3.58113
H 4.09915 -1.25603 -9.34864
H 3.72653 -2.91599 -9.77220
H 6.19926 -2.22047 -8.11669
H 6.22314 -2.32014 -9.88734
H 5.82433 -3.73802 -8.90631
H 2.33573 -3.83259 -6.34279
H 0.67248 -3.49189 -6.79030
H 1.93504 -3.20451 -4.03718
H 0.57947 -4.21320 -4.50501
H 0.39856 -2.44712 -4.42944



# 7
77
Properties=species:S:1:pos:R:3 method="wB97M-V/def2-TZVPD" homo_lumo_gap_ev="7.9 / 2.0" s_squared=0.76 lumo_energy_ha="-0.162 / -0.381" multiplicity=2 charge=+1
C 2.92892 5.60930 -3.19781
O 2.69584 4.53837 -2.33587
C 2.87101 3.20027 -2.73983
O 3.27671 2.79038 -3.83613
O 2.26974 2.41450 -1.85921
C 1.97511 1.06888 -2.11694
H 3.92268 5.57176 -3.64403
H 2.93728 6.54799 -2.64383
H 2.24297 5.70384 -4.03962
H 0.98229 0.95431 -2.55201
H 1.99111 0.57806 -1.14382
H 2.62421 0.57290 -2.83858
C 4.21375 -8.39642 -0.96072
O 3.19326 -8.08628 -1.93043
C 2.24718 -7.13086 -1.66514
O 2.16540 -6.46460 -0.66617
O 1.57400 -6.91575 -2.78224
C 0.71458 -5.76876 -2.86048
H 4.33617 -7.55731 -0.27587
H 5.17102 -8.64887 -1.41680
H 3.89208 -9.26380 -0.38429
H 1.31753 -4.89585 -3.11067
H 0.18334 -5.50638 -1.94559
H 0.05015 -5.89442 -3.71538
C -1.76731 1.87806 0.92994
O -2.06399 0.65116 0.33729
C -1.11644 -0.29597 0.22865
O 0.01050 -0.27388 0.65327
O -1.64383 -1.31059 -0.46379
C -0.77547 -2.30389 -1.03822
H -1.71810 1.79950 2.01599
H -2.55080 2.61695 0.76173
H -0.84185 2.34815 0.59730
H -0.25772 -2.94444 -0.32427
H -0.06711 -1.87020 -1.74408
H -1.34727 -2.94165 -1.71233
C -5.26992 3.53983 -0.06090
O -5.55462 2.33188 0.64771
C -5.88707 2.42546 2.00121
O -5.74537 3.39071 2.75648
O -6.26717 1.24670 2.31789
C -6.87276 1.03661 3.62647
H -6.03987 4.31052 -0.02462
H -5.09592 3.27978 -1.10503
H -4.35944 4.05279 0.24891
H -7.24338 0.01206 3.65901
H -7.72300 1.67125 3.87631
H -6.13734 1.16124 4.42129
C 0.03793 1.49033 -5.59184
O 0.09998 2.91378 -5.72628
C -0.08357 3.77415 -4.73067
O -0.13755 4.98161 -4.83780
O -0.20856 3.09007 -3.55744
C -0.62973 3.75519 -2.39111
H 0.93130 1.19735 -5.04035
H 0.06709 1.01145 -6.57058
H -0.85052 1.17917 -5.04237
H -1.15455 3.00765 -1.79626
H -1.36415 4.54793 -2.53356
H 0.20218 4.17764 -1.82758
C 0.60030 0.03555 4.39490
O 1.07853 -0.66134 5.50234
C 0.83608 -0.19345 6.77038
O 0.20299 0.82964 7.05274
O 1.35925 -1.10182 7.63806
C 1.60181 -0.72979 8.95519
H -0.46187 0.23566 4.53584
H 0.78256 -0.45658 3.43955
H 1.15827 0.97171 4.37605
H 0.66171 -0.59635 9.49046
H 2.20590 0.17474 9.02597
H 2.18848 -1.44252 9.53478
C 3.39938 -2.60648 0.32861
Cl 5.09243 -2.53702 0.26703
Cl 2.74128 -2.68626 -1.36678
H 3.17927 -3.48524 0.93478
H 3.02264 -1.71008 0.82119